Record 1
{
  "formula": "C47H60F21GaNO9S2",
  "method": "ωB97M-V/def2-TZVPD",
  "de_lowest_ev": 0.000,
  "charge": -1,
  "symbols": ["C", "O", "C", "C", "C", "C", "C", "C", "C", "C", "C", "C", "Ga", "C", "C", "C", "S", "C", "S", "N", "C", "C", "C", "C", "C", "C", "C", "C", "C", "C", "C", "C", "C", "F", "F", "C", "F", "F", "C", "F", "F", "C", "F", "F", "F", "H", "H", "H", "H", "H", "H", "H", "H", "H", "H", "H", "H", "H", "H", "H", "H", "H", "H", "H", "H", "H", "H", "H", "H", "H", "H", "H", "H", "H", "H", "H", "H", "H", "H", "H", "H", "H", "H", "H", "H", "C", "C", "O", "C", "O", "C", "F", "F", "F", "H", "H", "H", "H", "H", "C", "C", "O", "C", "O", "C", "F", "F", "F", "H", "H", "H", "H", "H", "C", "C", "O", "C", "O", "C", "F", "F", "F", "H", "H", "H", "H", "H", "C", "C", "O", "C", "O", "C", "F", "F", "F", "H", "H", "H", "H", "H"],
  "xyz": [[-2.279, 4.444, 0.226], [-2.091, 3.469, -0.771], [-2.409, 2.136, -0.375], [-1.413, 1.189, -1.032], [-1.882, 0.653, -2.382], [-2.706, -0.651, -2.285], [-2.094, -1.750, -3.134], [-2.888, -3.068, -3.156], [-1.974, -4.289, -2.971], [-1.170, -4.213, -1.636], [0.314, -3.800, -1.763], [0.634, -2.623, -0.813], [1.428, -3.145, 0.981], [3.014, -1.958, 1.453], [3.953, -1.738, 0.267], [5.389, -1.395, 0.664], [5.577, 0.400, 0.881], [7.181, 0.695, 0.188], [8.489, -0.043, 0.780], [7.162, 1.599, -0.928], [7.659, 0.990, -2.125], [8.793, 1.412, -2.796], [9.196, 0.797, -3.973], [8.453, -0.247, -4.500], [7.327, -0.679, -3.818], [6.921, -0.070, -2.649], [7.669, 2.920, -0.649], [6.907, 3.980, -1.120], [7.311, 5.294, -0.950], [8.490, 5.563, -0.276], [9.257, 4.509, 0.193], [8.855, 3.197, 0.013], [0.092, -3.036, 2.604], [0.752, -2.485, 3.682], [-0.335, -4.282, 3.034], [-1.202, -2.254, 2.410], [-0.905, -0.955, 2.163], [-1.849, -2.739, 1.336], [-2.218, -2.301, 3.590], [-3.017, -3.376, 3.424], [-1.621, -2.429, 4.781], [-3.195, -1.104, 3.673], [-2.611, 0.045, 3.976], [-3.877, -0.992, 2.540], [-4.076, -1.376, 4.650], [-1.330, 4.703, 0.698], [-2.982, 4.125, 0.994], [-2.672, 5.346, -0.237], [-3.410, 1.911, -0.756], [-2.382, 2.037, 0.708], [-1.160, 0.378, -0.362], [-0.522, 1.787, -1.210], [-1.021, 0.477, -3.019], [-2.488, 1.426, -2.853], [-3.712, -0.460, -2.661], [-2.812, -0.967, -1.248], [-2.033, -1.376, -4.157], [-1.079, -1.913, -2.809], [-3.649, -3.084, -2.375], [-3.429, -3.131, -4.100], [-2.584, -5.193, -2.960], [-1.312, -4.375, -3.832], [-1.221, -5.207, -1.202], [-1.689, -3.491, -1.016], [0.969, -4.650, -1.587], [0.473, -3.464, -2.789], [-0.247, -1.990, -0.744], [1.398, -2.013, -1.304], [1.933, -4.675, 0.919], [3.542, -2.440, 2.276], [2.619, -1.003, 1.804], [3.969, -2.652, -0.329], [3.526, -0.962, -0.367], [5.573, -1.858, 1.626], [6.097, -1.803, -0.051], [9.364, 2.238, -2.406], [10.079, 1.164, -4.461], [8.774, -0.689, -5.430], [6.742, -1.486, -4.233], [6.032, -0.393, -2.132], [5.992, 3.757, -1.644], [6.686, 6.071, -1.357], [8.793, 6.587, -0.125], [10.178, 4.743, 0.704], [9.483, 2.397, 0.367], [-12.114, -0.222, 2.432], [-10.971, 0.004, 1.472], [-11.456, 0.429, 0.180], [-11.817, 1.695, 0.078], [-11.793, 2.525, 0.937], [-12.265, 1.988, -1.367], [-13.099, 1.042, -1.816], [-11.203, 2.027, -2.178], [-12.889, 3.159, -1.434], [-12.832, -0.927, 2.010], [-11.762, -0.603, 3.373], [-12.649, 0.709, 2.625], [-10.430, -0.921, 1.286], [-10.258, 0.730, 1.860], [-6.699, -2.376, 6.856], [-8.068, -1.918, 7.310], [-9.040, -1.878, 6.237], [-9.523, -3.064, 5.899], [-9.208, -4.122, 6.355], [-10.640, -2.923, 4.848], [-10.329, -2.092, 3.842], [-11.751, -2.439, 5.426], [-10.935, -4.105, 4.323], [-6.316, -1.752, 6.049], [-5.998, -2.338, 7.688], [-6.739, -3.400, 6.487], [-8.026, -0.904, 7.699], [-8.452, -2.560, 8.102], [11.329, -1.881, -10.926], [11.817, -2.055, -9.505], [11.771, -0.814, -8.774], [10.581, -0.456, -8.317], [9.553, -1.050, -8.444], [10.704, 0.861, -7.528], [11.431, 1.765, -8.196], [11.308, 0.628, -6.353], [9.510, 1.384, -7.294], [11.897, -1.098, -11.430], [11.446, -2.813, -11.480], [10.279, -1.596, -10.950], [12.862, -2.355, -9.493], [11.247, -2.816, -8.973], [-2.524, 2.296, 6.279], [-2.308, 3.122, 5.031], [-2.810, 4.466, 5.208], [-2.039, 5.294, 5.888], [-0.972, 5.062, 6.373], [-2.706, 6.682, 5.948], [-3.999, 6.587, 6.281], [-2.628, 7.282, 4.753], [-2.102, 7.456, 6.844], [-3.577, 2.307, 6.565], [-2.217, 1.266, 6.112], [-1.954, 2.692, 7.119], [-2.871, 2.706, 4.199], [-1.260, 3.148, 4.738]]
}

Record 2
{
  "formula": "C47H64N8O10",
  "method": "ωB97M-V/def2-TZVPD",
  "symbols": ["C", "C", "C", "O", "C", "O", "O", "H", "H", "H", "H", "H", "H", "C", "C", "C", "O", "C", "O", "O", "H", "H", "H", "H", "H", "H", "C", "C", "C", "O", "C", "O", "O", "H", "H", "H", "H", "H", "H", "C", "C", "C", "N", "C", "H", "H", "H", "H", "H", "C", "C", "C", "N", "C", "H", "H", "H", "H", "H", "C", "C", "C", "N", "C", "H", "H", "H", "H", "H", "C", "C", "C", "N", "C", "H", "H", "H", "H", "H", "C", "C", "C", "N", "C", "H", "H", "H", "H", "H", "C", "C", "C", "N", "C", "H", "H", "H", "H", "H", "C", "C", "C", "N", "C", "H", "H", "H", "H", "H", "C", "C", "C", "N", "C", "H", "H", "H", "H", "H", "C", "C", "C", "O", "H", "H", "H", "H", "H", "H"],
  "xyz": [[-6.482, -1.708, 3.061], [-4.999, -1.866, 2.676], [-4.670, -2.019, 1.213], [-3.635, -1.049, 0.987], [-3.627, -0.221, 2.061], [-2.900, 0.759, 2.098], [-4.491, -0.648, 2.970], [-7.023, -1.059, 2.373], [-6.713, -1.414, 4.085], [-6.946, -2.694, 3.044], [-4.479, -2.680, 3.181], [-5.529, -1.703, 0.621], [-4.412, -3.063, 1.039], [4.750, -4.734, -0.421], [3.359, -5.238, 0.092], [2.236, -4.580, -0.679], [1.461, -5.696, -1.061], [2.096, -6.846, -0.868], [1.733, -7.917, -1.186], [3.262, -6.604, -0.321], [5.604, -5.165, 0.102], [4.819, -3.665, -0.221], [4.731, -5.047, -1.465], [3.168, -5.137, 1.161], [2.547, -3.986, -1.538], [1.696, -3.984, 0.056], [-1.596, 0.958, -1.352], [-0.089, 0.943, -1.049], [0.285, 1.346, 0.350], [1.318, 0.450, 0.710], [1.419, -0.538, -0.189], [2.251, -1.468, -0.229], [0.424, -0.378, -1.135], [-1.959, 0.490, -2.267], [-1.960, 1.980, -1.461], [-2.136, 0.553, -0.496], [0.463, 1.543, -1.773], [-0.464, 1.372, 1.141], [0.708, 2.349, 0.311], [-4.170, 0.944, -4.825], [-3.743, 1.302, -6.103], [-4.885, 1.144, -6.887], [-5.973, 0.854, -6.107], [-5.492, 0.635, -4.854], [-3.553, 0.800, -3.950], [-2.709, 1.548, -6.298], [-5.031, 1.325, -7.941], [-6.952, 0.827, -6.356], [-6.148, 0.412, -4.025], [-0.970, 5.611, 1.291], [-1.918, 4.614, 1.532], [-2.262, 4.100, 0.272], [-1.587, 4.836, -0.693], [-0.840, 5.802, -0.070], [-0.481, 6.203, 2.051], [-2.077, 4.212, 2.522], [-2.876, 3.246, 0.028], [-1.664, 4.635, -1.680], [-0.140, 6.476, -0.541], [-1.229, -3.286, 1.745], [-1.438, -3.211, 0.382], [-1.451, -4.428, -0.178], [-1.238, -5.296, 0.823], [-1.183, -4.611, 2.014], [-1.137, -2.509, 2.489], [-1.471, -2.274, -0.155], [-1.638, -4.817, -1.168], [-1.330, -6.302, 0.797], [-1.163, -5.108, 2.973], [3.172, 3.266, -3.700], [3.250, 2.256, -2.720], [3.808, 2.808, -1.568], [3.774, 4.182, -1.689], [3.437, 4.515, -3.006], [2.790, 3.112, -4.699], [3.088, 1.193, -2.821], [4.188, 2.330, -0.677], [3.949, 4.845, -0.947], [3.326, 5.543, -3.317], [2.473, -4.020, 4.170], [3.449, -3.310, 4.788], [3.549, -2.135, 4.083], [2.916, -2.198, 2.910], [2.081, -3.297, 3.054], [2.062, -4.965, 4.495], [3.890, -3.663, 5.709], [4.135, -1.238, 4.221], [2.882, -1.462, 2.219], [1.313, -3.468, 2.314], [-2.835, 3.945, -3.605], [-1.500, 3.802, -3.756], [-0.907, 5.061, -3.784], [-1.926, 5.965, -3.740], [-3.063, 5.291, -3.531], [-3.588, 3.177, -3.512], [-0.983, 2.854, -3.720], [0.126, 5.374, -3.825], [-1.856, 6.971, -3.695], [-3.982, 5.840, -3.387], [-1.072, 1.916, 5.412], [-0.077, 1.195, 4.796], [0.733, 0.770, 5.777], [0.293, 1.165, 7.049], [-0.827, 1.956, 6.825], [-1.872, 2.426, 4.896], [0.164, 1.085, 3.749], [1.659, 0.220, 5.703], [0.736, 0.852, 7.901], [-1.376, 2.400, 7.643], [3.498, 1.335, 3.268], [3.985, 1.628, 1.996], [5.234, 2.287, 2.125], [5.552, 2.442, 3.441], [4.498, 1.846, 4.167], [2.594, 0.844, 3.598], [3.568, 1.252, 1.074], [5.975, 2.667, 1.437], [6.391, 2.851, 3.827], [4.531, 1.837, 5.246], [2.341, -1.419, -4.059], [1.940, -2.866, -4.020], [0.524, -3.285, -3.662], [2.755, -3.748, -4.157], [1.495, -0.843, -3.683], [2.493, -1.239, -5.123], [3.272, -1.163, -3.554], [-0.207, -3.309, -4.470], [0.167, -2.666, -2.840], [0.542, -4.325, -3.334]]
}

Record 3
{
  "formula": "C47H66As2F21N4O6",
  "method": "ωB97M-V/def2-TZVPD",
  "charge": -1,
  "symbols": ["C", "C", "C", "C", "N", "C", "C", "C", "C", "C", "C", "C", "H", "H", "H", "H", "H", "H", "H", "H", "H", "H", "H", "H", "H", "H", "H", "H", "H", "H", "H", "H", "H", "H", "H", "H", "As", "F", "F", "F", "F", "F", "F", "As", "F", "F", "F", "F", "F", "F", "N", "C", "C", "C", "C", "H", "H", "H", "H", "H", "N", "C", "C", "C", "C", "H", "H", "H", "H", "H", "N", "C", "C", "C", "C", "H", "H", "H", "H", "H", "C", "C", "C", "C", "C", "C", "H", "H", "H", "H", "H", "H", "C", "C", "C", "C", "C", "C", "H", "H", "H", "H", "H", "H", "C", "C", "O", "C", "O", "C", "F", "F", "F", "H", "H", "H", "H", "H", "C", "C", "O", "C", "O", "C", "F", "F", "F", "H", "H", "H", "H", "H", "C", "C", "O", "C", "O", "C", "F", "F", "F", "H", "H", "H", "H", "H"],
  "xyz": [[1.280, -4.184, -1.985], [1.410, -3.656, -0.541], [1.431, -2.108, -0.469], [1.628, -1.564, 0.928], [1.486, -0.052, 1.129], [2.738, 0.752, 0.758], [3.789, 0.315, 1.784], [2.934, 0.319, 3.039], [1.464, 0.140, 2.642], [0.184, 0.550, 0.634], [-1.086, -0.107, 1.164], [-2.295, 0.581, 0.586], [0.394, -3.813, -2.489], [1.234, -5.270, -1.906], [2.113, -3.837, -2.597], [2.334, -4.002, -0.075], [0.475, -3.983, -0.081], [0.448, -1.734, -0.769], [2.199, -1.748, -1.148], [2.646, -1.781, 1.253], [0.932, -2.014, 1.627], [2.523, 1.818, 0.791], [2.929, 0.448, -0.272], [4.675, 0.947, 1.797], [4.157, -0.661, 1.463], [3.060, 1.287, 3.534], [3.298, -0.341, 3.830], [0.832, 0.959, 2.984], [0.975, -0.714, 3.111], [0.250, 0.566, -0.454], [0.244, 1.575, 1.004], [-1.087, -0.085, 2.254], [-1.203, -1.143, 0.827], [-3.253, 0.165, 0.894], [-2.272, 0.734, -0.493], [-2.264, 1.601, 0.992], [3.138, 0.124, -3.943], [1.668, -0.381, -4.745], [2.172, 0.256, -2.456], [4.632, 0.606, -3.158], [4.055, -0.185, -5.404], [2.769, 1.740, -4.404], [3.467, -1.556, -3.454], [-0.156, 3.987, 3.546], [-0.724, 4.740, 2.078], [0.694, 2.794, 2.524], [0.332, 3.225, 5.024], [-0.994, 5.244, 4.466], [-1.608, 2.986, 3.576], [1.343, 4.881, 3.487], [1.492, 3.183, -2.276], [2.296, 3.679, -1.284], [1.519, 4.407, -0.402], [0.179, 4.123, -0.756], [0.204, 3.436, -1.955], [1.830, 2.564, -2.994], [3.357, 3.489, -1.335], [1.831, 5.002, 0.441], [-0.657, 4.451, -0.162], [-0.602, 3.157, -2.617], [-3.248, 4.375, 0.631], [-3.401, 3.713, -0.575], [-4.743, 3.538, -0.795], [-5.427, 4.110, 0.299], [-4.509, 4.595, 1.138], [-2.346, 4.453, 1.074], [-2.593, 3.429, -1.228], [-5.145, 3.108, -1.695], [-6.504, 4.136, 0.372], [-4.582, 5.130, 2.073], [-3.968, 2.304, -5.056], [-4.524, 1.805, -3.892], [-3.604, 1.031, -3.246], [-2.415, 1.157, -3.998], [-2.645, 2.009, -5.024], [-4.496, 2.833, -5.722], [-5.573, 1.930, -3.686], [-3.821, 0.393, -2.404], [-1.452, 0.724, -3.771], [-1.974, 2.285, -5.823], [6.370, -4.619, 0.292], [5.450, -4.951, -0.690], [4.998, -3.938, -1.529], [5.411, -2.640, -1.356], [6.278, -2.317, -0.317], [6.744, -3.288, 0.553], [6.889, -5.356, 0.897], [5.132, -5.976, -0.829], [4.469, -4.195, -2.440], [5.191, -1.925, -2.135], [6.632, -1.298, -0.211], [7.401, -3.038, 1.374], [4.923, 3.787, 1.107], [5.823, 3.303, 0.188], [7.037, 3.942, 0.000], [7.418, 4.973, 0.847], [6.494, 5.535, 1.734], [5.270, 4.904, 1.879], [3.981, 3.288, 1.282], [5.537, 2.401, -0.344], [7.827, 3.536, -0.621], [8.430, 5.347, 0.762], [6.821, 6.271, 2.456], [4.517, 5.227, 2.588], [-7.042, 0.165, 3.404], [-6.305, 1.024, 2.372], [-7.143, 1.054, 1.209], [-6.818, 0.259, 0.191], [-6.009, -0.617, 0.225], [-7.666, 0.584, -1.087], [-6.824, 1.242, -1.894], [-7.931, -0.577, -1.698], [-8.730, 1.310, -0.821], [-6.396, -0.057, 4.254], [-7.272, -0.791, 2.934], [-7.927, 0.733, 3.681], [-5.279, 0.682, 2.235], [-6.158, 2.035, 2.750], [1.977, -6.253, 2.339], [2.075, -4.887, 2.994], [0.913, -4.084, 2.860], [-0.045, -4.101, 3.762], [0.032, -4.578, 4.849], [-1.374, -3.586, 3.154], [-1.341, -3.420, 1.851], [-2.341, -4.434, 3.502], [-1.689, -2.419, 3.709], [1.479, -6.146, 1.375], [1.398, -6.898, 2.996], [3.002, -6.563, 2.151], [2.921, -4.340, 2.566], [2.467, -4.966, 4.012], [-5.999, -3.500, -1.783], [-4.540, -3.329, -1.405], [-3.822, -3.000, -2.621], [-2.517, -2.674, -2.445], [-1.976, -2.567, -1.388], [-1.788, -2.480, -3.816], [-2.621, -2.199, -4.821], [-0.806, -1.607, -3.756], [-1.204, -3.673, -4.083], [-6.154, -2.725, -2.533], [-6.783, -3.429, -1.030], [-6.236, -4.473, -2.221], [-4.009, -4.169, -0.958], [-4.431, -2.492, -0.713]]
}

| no. | HOMO energy (eV) | gap between HOMO and LUMO (eV) |
| --- | --- | --- |
| 1 | -5.48 | 6.809 |
| 2 | -7.59 | 8.020 |
| 3 | -5.67 | 7.546 |